# 1
77
Properties=species:S:1:pos:R:3:lowdin_spin:R:1 method="wB97M-V/def2-TZVPD" total_charge=0 orbital_gap_ev="8.16 / 8.16" s_squared=2.00 e_lumo_ev="0.381 / 0.381" spin_multiplicity=3 relative_energy_ev=0.000
Pr -0.494 -0.468 0.138 2.03
H -2.390 2.697 0.080 0.00
C -1.145 0.504 4.655 0.00
H -4.643 -3.384 -4.175 0.00
C -1.793 -0.910 -3.291 0.00
C 2.321 -1.039 2.848 0.00
C 0.892 -0.643 -5.113 0.00
H -4.843 -0.713 0.847 0.00
H -1.709 5.340 -4.902 0.00
C -3.116 -0.468 -3.360 0.00
C -2.536 -3.140 -3.855 0.00
C -0.578 3.112 1.180 0.00
C -0.760 4.708 3.011 0.00
C -1.486 4.359 -4.500 0.00
S 1.705 3.579 2.226 0.00
C 3.335 -0.816 -3.795 0.00
B -0.189 -2.913 -0.591 -0.01
H -0.498 -2.620 -3.482 0.00
C -1.943 3.234 0.907 0.00
H -1.916 0.823 2.681 0.00
C -4.134 -1.354 -3.679 0.00
C 2.191 -0.424 -3.110 0.00
H -3.359 0.567 -3.149 0.00
H 2.260 -0.193 -2.053 0.00
Br 2.686 -0.815 0.978 0.00
H -1.769 1.080 -5.305 0.00
C -1.515 -2.253 -3.540 0.00
N -2.940 -1.528 0.984 0.00
C 2.029 -1.034 -5.802 0.00
C -3.587 0.451 -0.202 0.00
C 3.164 -1.667 4.991 0.00
F -1.407 -3.535 -0.432 0.00
H 4.139 -1.429 -5.684 0.00
H -2.245 3.313 -6.218 0.00
C 0.001 3.867 2.198 0.00
C 1.087 -0.568 3.380 0.00
C -0.912 4.239 -3.244 0.00
H -0.303 5.279 3.810 0.00
H 1.919 -1.201 6.654 0.00
H -3.156 -2.326 0.396 0.00
C -1.506 1.962 -4.730 0.00
H 1.962 -1.277 -6.856 0.00
C 0.997 -0.598 4.798 0.00
C -0.918 1.833 -3.474 0.00
H -3.756 4.170 1.505 0.00
H -5.155 -0.994 -3.728 0.00
C -2.113 4.791 2.759 0.00
C 0.015 -0.090 2.566 -0.01
F 0.715 -3.782 -1.064 0.00
C -1.059 0.439 3.239 0.00
H 3.950 -2.110 5.590 0.00
H -2.303 -4.183 -4.032 0.00
H 2.384 1.960 0.533 0.00
C 3.326 -1.578 3.587 0.00
C -0.151 -0.029 5.417 0.00
H 4.239 -1.915 3.115 0.00
H -2.974 -1.807 1.955 0.00
H -2.730 5.433 3.375 0.00
C 1.521 2.484 0.918 0.00
C -2.696 4.070 1.704 0.00
H -0.690 5.121 -2.657 0.00
C 0.961 -0.330 -3.754 0.00
C -0.632 2.976 -2.731 0.00
H -0.210 -0.020 6.501 0.00
C -1.785 3.221 -5.242 0.00
N 0.320 2.289 0.486 0.00
P -0.461 0.231 -2.747 0.00
N -3.863 -0.479 0.794 0.00
O -2.326 0.485 -0.557 -0.01
H -0.195 2.876 -1.745 0.00
H -2.008 0.964 5.124 0.00
C 2.037 -1.170 5.576 0.00
C 3.253 -1.120 -5.143 0.00
O -4.471 1.174 -0.619 0.00
H -0.057 -0.599 -5.634 0.00
C -3.846 -2.693 -3.927 0.00
H 4.281 -0.890 -3.274 0.00

# 2
123
Properties=species:S:1:pos:R:3:mulliken_charge:R:1 method="wB97M-V/def2-TZVPD" total_charge=-1 orbital_gap_ev=7.70 e_lumo_ev=1.747
C 4.032 -2.332 0.086 0.82
H 2.437 4.367 -1.213 0.26
O -0.957 -4.795 1.878 -0.62
C -0.704 4.369 3.396 0.40
N -1.608 -5.510 -1.658 -0.59
H -0.989 3.350 -0.084 -0.82
H 2.736 -3.012 2.756 0.06
C 1.454 1.356 5.012 0.23
N 2.794 -5.634 4.423 -0.51
H -2.905 -1.301 -5.052 0.44
H 3.802 2.844 -4.381 0.43
C -4.235 3.439 1.152 -0.79
H 0.643 1.483 -2.706 -0.03
O 0.457 0.280 -0.451 -0.24
O 6.158 1.590 -5.905 -0.63
C -0.532 -5.286 -1.233 0.08
H -1.749 -3.521 4.205 0.53
H 1.171 -2.759 -5.736 0.41
C 7.457 2.024 -3.668 -0.79
C -1.243 3.814 4.638 0.12
H 1.195 -0.509 4.043 -0.20
C 0.770 0.079 4.857 0.07
O -5.985 -3.077 2.447 -0.61
H -3.948 2.770 -1.922 0.42
H 1.336 0.276 -3.725 0.39
C -4.775 3.824 2.549 0.62
H 1.948 4.135 -2.827 0.11
H 3.358 -2.980 -0.475 -0.38
H -4.417 -1.205 0.881 -0.06
H 7.099 1.099 -3.215 0.17
H 5.283 -0.786 -3.177 0.03
C 2.419 -4.796 3.728 0.06
H -2.286 2.287 -1.292 -0.56
H 0.087 3.687 3.084 -0.23
N 5.347 -4.166 1.452 -0.55
H -4.365 -0.592 2.600 0.13
C -1.728 -2.971 3.264 -0.56
N -1.641 3.422 5.631 -0.53
H -3.654 -4.038 0.998 0.42
C 4.070 1.758 0.365 0.23
C 0.287 4.178 -1.625 0.33
H 1.765 5.766 -1.951 0.46
H 0.357 -1.238 -5.906 0.39
H 1.558 -5.371 -1.289 0.59
C -2.697 -3.521 0.922 0.47
F -0.208 1.539 2.183 -0.16
C -7.048 -0.867 3.669 -0.95
O -4.413 4.889 3.049 -0.60
H 2.253 1.741 1.254 -0.36
O 0.900 -1.159 1.224 -0.48
H 0.970 -3.400 3.095 -0.23
C -2.329 -1.986 -4.430 -0.20
H -0.905 -1.107 0.278 -0.18
C -5.720 2.814 3.228 -1.00
S 6.254 2.736 -4.856 0.43
H -7.543 -1.616 4.286 0.38
C 4.719 -1.300 -3.955 -0.75
H -1.728 -1.472 -3.680 -0.47
H -0.143 -0.810 -2.148 -0.15
H 0.593 -2.014 -4.276 -0.24
H 4.745 3.492 -3.139 0.45
C 3.765 -2.298 -3.372 0.45
H 1.925 -4.097 1.777 -0.49
C -3.056 2.159 -2.054 -0.03
H -5.213 2.055 3.824 0.20
H -2.792 -2.436 0.876 -0.81
N 2.002 2.378 5.091 -0.57
H 8.511 2.032 -3.948 0.36
H 0.592 2.631 -0.109 -0.29
F -1.769 1.394 0.746 -0.19
H 3.170 0.364 1.731 -0.18
S -1.192 -3.156 -5.322 0.50
C 0.355 -2.163 -5.329 -0.47
H -3.391 4.058 0.849 0.31
C 4.758 -3.371 0.835 0.01
H -7.696 -0.016 3.455 0.33
C 1.673 4.680 -1.924 -1.00
H -0.244 5.348 3.528 0.50
H -5.365 0.194 1.291 0.27
O -1.691 -3.378 -6.749 -0.69
H 0.310 4.315 0.475 0.55
H -1.510 4.253 2.671 -0.16
H 0.823 -3.806 -0.695 -0.32
C 0.062 3.567 -0.279 0.80
H 3.372 -1.664 0.639 -0.47
H 0.872 -5.225 0.360 0.23
N -3.621 -0.343 -1.860 -0.49
C 0.793 -4.896 -0.676 0.10
H 5.494 -1.806 -4.530 0.45
H -2.752 2.307 -3.090 0.42
C 0.742 -0.370 -1.689 0.83
C 4.697 2.626 -3.798 -0.71
H 4.455 1.725 -3.235 -0.07
F -1.744 0.008 2.372 -0.12
H 1.429 -1.216 -1.674 -0.21
H 4.615 -1.680 -0.564 0.49
N 2.996 -3.042 -2.898 -0.42
C -4.961 -0.733 1.699 -0.21
H 4.149 -0.556 -4.511 0.29
H 7.427 2.684 -2.801 0.35
C 1.956 -3.771 2.817 1.02
H 0.812 -0.514 5.771 0.57
H 3.697 1.915 2.421 0.49
S -6.491 -1.685 2.076 0.43
H 2.291 0.927 -2.277 0.06
C -3.410 0.768 -1.981 0.41
C -0.939 0.652 1.492 0.12
C -1.719 -3.846 2.000 0.93
H -3.123 -2.531 -3.920 0.39
H -6.285 -0.487 4.348 0.27
H -6.238 3.474 3.923 0.42
H -6.350 2.344 2.473 0.30
N 4.680 2.025 -0.547 -0.43
C -0.141 -0.408 0.617 -0.04
H -0.898 -2.265 3.297 -0.27
O -0.580 4.286 -2.441 -0.57
H -2.588 -2.302 3.273 0.03
C 3.257 1.435 1.547 0.35
C 1.328 0.635 -2.696 -0.71
H -0.288 0.264 4.671 0.00
H -2.275 -3.686 -0.070 -0.27
H -4.897 3.518 0.289 0.60
H -3.787 2.446 1.151 -0.06

Repeat the first record exactly.
77
Properties=species:S:1:pos:R:3:lowdin_spin:R:1 method="wB97M-V/def2-TZVPD" total_charge=0 orbital_gap_ev="8.16 / 8.16" s_squared=2.00 e_lumo_ev="0.381 / 0.381" spin_multiplicity=3 relative_energy_ev=0.000
Pr -0.494 -0.468 0.138 2.03
H -2.390 2.697 0.080 0.00
C -1.145 0.504 4.655 0.00
H -4.643 -3.384 -4.175 0.00
C -1.793 -0.910 -3.291 0.00
C 2.321 -1.039 2.848 0.00
C 0.892 -0.643 -5.113 0.00
H -4.843 -0.713 0.847 0.00
H -1.709 5.340 -4.902 0.00
C -3.116 -0.468 -3.360 0.00
C -2.536 -3.140 -3.855 0.00
C -0.578 3.112 1.180 0.00
C -0.760 4.708 3.011 0.00
C -1.486 4.359 -4.500 0.00
S 1.705 3.579 2.226 0.00
C 3.335 -0.816 -3.795 0.00
B -0.189 -2.913 -0.591 -0.01
H -0.498 -2.620 -3.482 0.00
C -1.943 3.234 0.907 0.00
H -1.916 0.823 2.681 0.00
C -4.134 -1.354 -3.679 0.00
C 2.191 -0.424 -3.110 0.00
H -3.359 0.567 -3.149 0.00
H 2.260 -0.193 -2.053 0.00
Br 2.686 -0.815 0.978 0.00
H -1.769 1.080 -5.305 0.00
C -1.515 -2.253 -3.540 0.00
N -2.940 -1.528 0.984 0.00
C 2.029 -1.034 -5.802 0.00
C -3.587 0.451 -0.202 0.00
C 3.164 -1.667 4.991 0.00
F -1.407 -3.535 -0.432 0.00
H 4.139 -1.429 -5.684 0.00
H -2.245 3.313 -6.218 0.00
C 0.001 3.867 2.198 0.00
C 1.087 -0.568 3.380 0.00
C -0.912 4.239 -3.244 0.00
H -0.303 5.279 3.810 0.00
H 1.919 -1.201 6.654 0.00
H -3.156 -2.326 0.396 0.00
C -1.506 1.962 -4.730 0.00
H 1.962 -1.277 -6.856 0.00
C 0.997 -0.598 4.798 0.00
C -0.918 1.833 -3.474 0.00
H -3.756 4.170 1.505 0.00
H -5.155 -0.994 -3.728 0.00
C -2.113 4.791 2.759 0.00
C 0.015 -0.090 2.566 -0.01
F 0.715 -3.782 -1.064 0.00
C -1.059 0.439 3.239 0.00
H 3.950 -2.110 5.590 0.00
H -2.303 -4.183 -4.032 0.00
H 2.384 1.960 0.533 0.00
C 3.326 -1.578 3.587 0.00
C -0.151 -0.029 5.417 0.00
H 4.239 -1.915 3.115 0.00
H -2.974 -1.807 1.955 0.00
H -2.730 5.433 3.375 0.00
C 1.521 2.484 0.918 0.00
C -2.696 4.070 1.704 0.00
H -0.690 5.121 -2.657 0.00
C 0.961 -0.330 -3.754 0.00
C -0.632 2.976 -2.731 0.00
H -0.210 -0.020 6.501 0.00
C -1.785 3.221 -5.242 0.00
N 0.320 2.289 0.486 0.00
P -0.461 0.231 -2.747 0.00
N -3.863 -0.479 0.794 0.00
O -2.326 0.485 -0.557 -0.01
H -0.195 2.876 -1.745 0.00
H -2.008 0.964 5.124 0.00
C 2.037 -1.170 5.576 0.00
C 3.253 -1.120 -5.143 0.00
O -4.471 1.174 -0.619 0.00
H -0.057 -0.599 -5.634 0.00
C -3.846 -2.693 -3.927 0.00
H 4.281 -0.890 -3.274 0.00